No. 1
Entry from the OMol25 dataset: C17H21FIrN6O5S2 as an isolated structure (ωB97M-V with the def2-TZVPD basis set).

Values from the calculation:
Spin multiplicity: 1
HOMO level, eV: -11.0605
HOMO-LUMO gap, eV: 7.73
Total energy, eV: -64366.396
LUMO, eV: -3.3
Energy above the lowest of the compared OMol25 structures with the same formula, charge and spin, kcal per mole: 0.0
Net charge: +1

Geometry as XYZ:
```
53
Properties=species:S:1:pos:R:3:nbo_charge:R:1
Ir 0.296 0.272 0.419 0.862
N -0.391 2.267 0.446 -0.561
N -1.355 2.423 -0.567 -0.421
C -1.524 1.444 -1.494 0.648
N -2.545 1.604 -2.316 -0.737
N -0.613 0.450 -1.473 -0.457
N -0.669 -0.527 -2.487 0.649
O 0.132 -1.429 -2.382 -0.353
O -1.477 -0.421 -3.395 -0.400
H -0.838 2.404 1.353 0.413
H 0.338 2.972 0.329 0.413
H -2.112 3.064 -0.384 0.418
H -3.208 2.345 -2.164 0.420
H -2.687 0.925 -3.049 0.462
C -0.541 -2.951 0.411 -0.748
S 0.942 -1.973 0.736 0.473
C 2.031 -2.774 -0.449 -0.745
H -0.311 -3.989 0.645 0.241
H -0.825 -2.857 -0.634 0.233
H -1.341 -2.600 1.055 0.255
H 1.622 -2.717 -1.449 0.249
H 2.115 -3.810 -0.122 0.239
H 3.005 -2.303 -0.402 0.261
O -3.649 1.120 1.562 -0.947
S -3.061 -0.058 2.144 2.319
O -3.649 -1.333 1.891 -0.896
N -1.463 -0.057 1.736 -0.927
C -0.678 0.222 2.773 0.608
O 0.563 0.431 2.513 -0.615
C -1.364 0.331 4.070 -0.097
C -0.845 0.550 5.331 -0.162
C -1.738 0.621 6.394 -0.187
C -3.107 0.479 6.191 -0.160
C -3.632 0.262 4.919 -0.178
C -2.736 0.191 3.878 -0.305
H 0.222 0.654 5.480 0.242
H -1.365 0.786 7.395 0.236
H -3.778 0.538 7.038 0.237
H -4.697 0.149 4.761 0.249
F 6.572 -2.217 -0.917 -0.313
C 5.504 -1.422 -0.751 0.389
C 4.840 -0.951 -1.867 -0.275
C 3.734 -0.135 -1.682 -0.189
C 3.295 0.212 -0.406 -0.068
C 2.098 1.078 -0.215 -0.589
C 4.000 -0.276 0.693 -0.204
C 5.104 -1.098 0.532 -0.279
H 5.192 -1.221 -2.853 0.242
H 3.202 0.241 -2.549 0.215
H 1.905 1.650 -1.130 0.189
H 2.318 1.800 0.585 0.187
H 3.678 -0.009 1.694 0.222
H 5.661 -1.479 1.377 0.242
```

---

No. 2
Entry from the OMol25 dataset: C17H21N2O7RhS2Se2 as an isolated structure (ωB97M-V with the def2-TZVPD basis set).

Values from the calculation:
Expectation value of S²: 6.03
Spin multiplicity: 5
HOMO level (spin up / spin down), eV: -1.4630 / -2.4916
HOMO-LUMO gap (spin up / spin down), eV: 5.34 / 6.24
Total energy, eV: -190654.459
LUMO (spin up / spin down), eV: 3.9 / 3.8
Energy above the lowest of the compared OMol25 structures with the same formula, charge and spin, kcal per mole: 16.3
Net charge: -2

Geometry as XYZ:
```
52
Properties=species:S:1:pos:R:3:lowdin_spin:R:1
Rh 0.054 0.299 0.054 1.993
O 1.665 -4.693 -4.936 0.000
C 2.252 -4.702 -3.837 0.000
O 3.111 -5.498 -3.400 0.001
C 1.909 -3.544 -2.895 0.003
C 1.946 -3.717 -1.514 0.001
C 1.610 -2.671 -0.681 0.008
N 1.275 -1.456 -1.133 0.059
C 1.262 -1.272 -2.458 0.005
C 1.555 -2.285 -3.359 0.001
C 0.895 0.124 -2.924 0.008
O 1.135 0.444 -4.081 0.016
O 0.342 0.865 -2.037 0.098
H 2.253 -4.674 -1.113 0.000
H 1.602 -2.792 0.394 0.001
H 1.501 -2.080 -4.418 0.000
O -3.248 4.983 1.518 0.001
C -2.644 4.899 0.218 0.000
C -1.926 3.559 0.058 0.006
C -1.279 3.589 -1.331 0.003
O -0.301 4.617 -1.451 0.004
C -0.922 3.394 1.225 0.015
Se 0.801 2.562 0.828 0.176
C -2.988 2.457 0.100 0.050
Se -2.399 0.588 0.048 0.408
H -3.608 5.869 1.617 0.000
H -1.919 5.703 0.073 0.000
H -3.420 4.982 -0.554 0.000
H -2.060 3.804 -2.069 0.000
H -0.847 2.621 -1.582 0.001
H 0.500 4.224 -1.067 0.004
H -1.375 2.799 2.017 0.000
H -0.684 4.368 1.655 0.004
H -3.691 2.590 -0.728 0.007
H -3.543 2.539 1.034 0.012
C 2.027 -0.485 2.128 0.024
C 0.512 -0.481 2.007 0.047
O -0.103 -1.438 1.460 0.139
H 2.319 -1.343 2.740 0.004
H 2.372 0.437 2.593 0.000
H 2.485 -0.579 1.143 0.005
S -0.186 0.338 3.506 0.085
C -1.820 -0.141 3.583 0.445
N -2.295 -1.407 3.216 0.171
C -3.720 -1.374 2.911 0.015
C -4.314 -0.307 3.819 0.010
S -3.109 1.041 3.756 0.148
H -1.720 -1.817 2.484 0.012
H -4.172 -2.349 3.110 0.001
H -3.886 -1.103 1.862 0.010
H -4.415 -0.671 4.843 0.001
H -5.278 0.049 3.459 0.000
```

---

No. 3
Entry from the OMol25 dataset: C17H21N3O3S as an isolated structure in a non-equilibrium geometry (ωB97M-V with the def2-TZVPD basis set).

Values from the calculation:
Spin multiplicity: 1
HOMO level, eV: -7.9523
HOMO-LUMO gap, eV: 7.02
Total energy, eV: -39401.923
LUMO, eV: -0.9
Energy above the lowest of the compared OMol25 structures with the same formula, charge and spin, kcal per mole: 420.7
Net charge: 0

Geometry as XYZ:
```
45
Properties=species:S:1:pos:R:3:nbo_charge:R:1
C -2.636 -2.388 1.566 -0.625
H -2.658 -3.245 2.146 0.209
H -2.477 -1.388 2.048 0.248
H -1.703 -2.534 0.900 0.195
C -3.838 -2.492 0.362 0.188
C -4.026 -3.645 -0.304 -0.668
H -3.145 -3.809 -0.762 0.214
H -4.826 -3.444 -1.169 0.228
H -4.178 -4.408 0.174 0.234
H -4.753 -2.197 1.069 0.210
O -3.746 -1.000 -0.357 -0.562
C -4.150 0.102 -0.047 0.779
O -4.529 0.049 1.009 -0.594
C -3.696 1.147 -0.951 -0.609
C -2.590 1.912 -0.598 0.566
O -2.851 3.047 0.022 -0.563
C -1.243 1.168 -0.354 -0.509
C -0.203 1.913 0.220 0.139
N -0.081 3.344 0.515 -0.849
H 0.540 3.636 1.258 0.385
H -1.145 3.675 0.511 0.438
C 0.876 1.222 0.283 -0.067
C 2.287 1.473 0.631 -0.139
C 3.177 0.412 0.609 -0.063
C 2.855 -0.686 -0.396 0.256
N 1.712 -1.069 -0.593 -0.464
C 0.742 -0.320 -0.450 0.025
S -0.876 -0.140 -0.996 0.651
C 3.772 -1.996 -0.250 -0.452
C 5.181 -1.750 0.494 -0.215
N 5.631 -0.233 0.286 -0.446
C 5.972 0.032 -1.129 -0.425
H 6.730 -0.638 -1.383 0.202
H 5.135 0.032 -1.718 0.174
H 6.482 0.951 -0.939 0.206
C 4.694 0.755 0.971 -0.186
H 5.002 1.590 0.591 0.186
H 4.664 0.399 2.284 0.192
H 5.918 -2.330 0.077 0.198
H 4.867 -1.800 1.577 0.194
H 3.478 -2.986 0.089 0.220
H 3.926 -1.953 -1.193 0.192
H 2.466 2.262 1.055 0.166
H -3.477 0.422 -1.887 0.268
H -4.693 1.760 -1.206 0.276
```